1.
Density functional theory data (wB97M-V/def2-TZVPD) for a molecular structure, C8H17ClINOPRh at a distorted geometry.

```
31
C8H17ClINOPRh | the Open Molecules 2025 dataset | wB97M-V/def2-TZVPD
I 0.503 -2.989 -1.768
Rh -0.014 0.093 0.120
Cl -2.360 0.396 0.446
P -0.149 1.367 -1.629
O 2.920 -0.424 -0.254
N -0.104 -0.279 2.070
C 0.547 0.311 5.499
C -0.490 -0.459 4.640
C -0.788 3.011 -1.168
C 0.112 -4.778 -2.851
C -1.313 0.716 -2.861
C 1.377 1.731 -2.540
C -0.285 -0.366 3.204
C 1.788 -0.175 -0.124
H -1.492 -0.069 4.846
H -1.424 1.448 -3.672
H -0.944 -0.239 -3.251
H 2.096 2.203 -1.861
H 1.823 0.803 -2.913
H 1.551 -0.127 5.382
H 1.158 2.405 -3.379
H 0.654 -5.607 -2.390
H -1.728 2.872 -0.622
H -0.937 3.613 -2.075
H 0.563 1.379 5.234
H -0.478 -1.522 4.914
H -0.965 -4.952 -2.819
H -0.064 3.488 -0.498
H 0.445 -4.621 -3.879
H -2.273 0.533 -2.365
H 0.270 0.241 6.562
```

Its charge is +2. Its multiplicity is 5. The calculation puts the gap between HOMO and LUMO (spin up / spin down) at 5.45 / 4.99 eV. The LUMO energy (spin up / spin down) comes out at -7.2 / -11.6 eV. Its HOMO energy (spin up / spin down) is -12.62 / -16.64 eV.

Atomic partial charges in e from the natural (NBO) method, atoms 1 to 6:
1. I 0.827
2. Rh 0.653
3. Cl -0.214
4. P 1.067
5. O -0.408
6. N -0.562

***

2.
Density functional theory data (wB97M-V/def2-TZVPD) for 2 unconnected molecules or ions with the total composition C8H17ClNO3P at a distorted geometry.

```
31
C8H17ClNO3P | the Open Molecules 2025 dataset | wB97M-V/def2-TZVPD
Cl 0.337 -2.328 -1.693
P 0.137 -1.580 1.044
O -1.194 -1.948 0.777
O -0.132 0.447 0.599
O 0.419 -1.562 2.673
N 0.506 0.288 -1.911
C -1.998 1.685 -0.490
C -1.057 -0.563 4.255
C 2.204 0.684 -3.546
C 0.955 -0.884 -2.261
C 1.315 1.372 -2.421
C -1.455 1.046 0.806
C -0.408 -1.818 3.765
C 2.071 -0.786 -3.258
H -1.390 1.785 1.671
H -2.042 0.842 -1.264
H 0.780 2.114 -2.984
H -3.100 1.997 -0.297
H 0.376 -2.176 4.572
H -1.537 -0.629 5.268
H 1.823 -1.376 -4.171
H 0.010 0.466 -0.411
H 2.989 -1.066 -2.770
H -0.340 0.267 4.537
H -2.255 0.274 1.093
H 3.242 1.095 -3.492
H -1.050 -2.619 3.418
H -1.642 -0.139 3.491
H 1.753 0.807 -4.485
H -1.273 2.418 -0.780
H 1.955 1.888 -1.734
```

The energy above the lowest of the compared OMol25 structures with the same formula, charge and spin is 160.4 kJ/mol. The calculation puts the gap between HOMO and LUMO at 8.99 eV. The LUMO energy comes out at 0.6 eV. Its HOMO energy is -8.38 eV.

Atomic partial charges in e from the natural (NBO) method, atoms 1 to 6:
1. Cl 0.145
2. P 1.581
3. O -1.157
4. O -0.794
5. O -0.852
6. N -0.497

***

3.
Density functional theory data (wB97M-V/def2-TZVPD) for a gas-phase ion, C8H17N2 (charge +1) at a distorted geometry.

```
27
C8H17N2 | the Open Molecules 2025 dataset | wB97M-V/def2-TZVPD
N 0.980 -1.624 0.642
N -1.445 1.070 0.851
C -0.774 0.787 -0.231
C 1.927 -1.332 -0.441
C 0.490 1.531 -0.595
C 2.618 0.016 -0.213
C -1.554 -0.198 -1.052
C -2.561 -0.793 -0.055
C 1.733 1.173 0.267
C -2.698 0.310 1.021
H -1.132 1.766 1.509
H -0.928 -0.918 -1.582
H 1.357 -1.314 -1.380
H -2.064 0.405 -1.822
H 0.561 -2.531 0.483
H -3.513 -1.042 -0.524
H 1.398 0.995 1.301
H 2.359 2.074 0.294
H -2.775 -0.062 2.047
H 0.273 2.598 -0.425
H 1.484 -1.719 1.516
H 3.414 -0.102 0.537
H 0.704 1.413 -1.662
H -3.536 0.986 0.821
H 2.703 -2.103 -0.573
H -2.146 -1.689 0.413
H 3.125 0.303 -1.148
```

Its charge is +1. The energy above the lowest of the compared OMol25 structures with the same formula, charge and spin is 0.0 kJ/mol. Its structure (SMILES) is NCCCCC1=[NH+]CCC1. The calculation puts the gap between HOMO and LUMO at 9.53 eV. The LUMO energy comes out at -3.6 eV. Its HOMO energy is -13.12 eV.

Atomic partial charges in e from the natural (NBO) method, atoms 1 to 6:
1. N -0.863
2. N -0.461
3. C 0.563
4. C -0.221
5. C -0.500
6. C -0.415

***

4.
Density functional theory data (wB97M-V/def2-TZVPD) for a gas-phase ion, C8H17N2 (charge +1) at a distorted geometry.

```
27
C8H17N2 | the Open Molecules 2025 dataset | wB97M-V/def2-TZVPD
N 1.472 1.234 0.269
N -1.131 1.532 -0.888
C -1.147 -1.183 -0.386
C 1.083 0.520 -1.920
C 1.240 -1.327 0.114
C -0.471 -0.820 1.932
C -0.191 -1.761 0.639
C -0.758 0.251 -0.193
C -1.055 0.467 1.284
C 0.892 0.122 -0.462
H 1.920 -1.146 0.908
H -0.379 -2.751 0.935
H -1.686 1.959 -0.167
H 2.049 0.162 -2.417
H -0.144 1.836 -0.937
H -1.684 1.502 -1.716
H 0.216 0.115 -2.540
H 1.244 1.107 1.210
H 0.298 -0.634 2.577
H -0.634 1.387 1.624
H 1.154 1.579 -2.095
H -0.940 -1.467 -1.396
H -2.088 0.581 1.595
H -2.246 -1.219 -0.029
H 2.495 1.261 0.153
H -1.306 -1.279 2.433
H 1.796 -2.028 -0.524
```

Its charge is +1. The energy above the lowest of the compared OMol25 structures with the same formula, charge and spin is 192.8 kJ/mol. Its structure (SMILES) is C[C@]1(N)C[C@H]2CC[C@]1([NH3+])C2. The calculation puts the gap between HOMO and LUMO at 10.75 eV. The LUMO energy comes out at -3.0 eV. Its HOMO energy is -13.72 eV.

Atomic partial charges in e from the natural (NBO) method, atoms 1 to 6:
1. N -0.868
2. N -0.731
3. C -0.434
4. C -0.673
5. C -0.430
6. C -0.393

***

5.
Density functional theory data (wB97M-V/def2-TZVPD) for a gas-phase ion, C8H17N2O2 (charge -1) at a distorted geometry.

```
29
C8H17N2O2 | the Open Molecules 2025 dataset | wB97M-V/def2-TZVPD
O 3.876 0.281 0.199
O -3.280 -2.280 -1.964
N -3.402 -0.579 -0.459
N 2.041 1.732 0.146
C 4.329 -0.997 0.546
C 0.698 1.762 -0.302
C 2.444 0.435 0.412
C -2.675 -1.503 -1.226
C -0.374 1.298 0.705
C -2.692 0.166 0.611
C -1.175 -1.524 -1.129
C -1.799 1.298 0.108
H -1.682 1.226 -0.975
H -2.155 -0.523 1.263
H 5.054 -0.934 1.362
H 3.508 -1.651 0.850
H -0.765 -0.551 -1.402
H -3.482 0.606 1.219
H 0.426 2.794 -0.559
H -2.269 2.258 0.308
H -0.815 -1.765 -0.133
H -0.335 2.017 1.526
H 4.820 -1.458 -0.317
H -0.142 0.321 1.127
H 0.565 1.169 -1.250
H 2.276 0.091 1.468
H 1.947 -0.326 -0.256
H -0.794 -2.248 -1.842
H -4.148 -1.115 -0.036
```

Its charge is -1. The energy above the lowest of the compared OMol25 structures with the same formula, charge and spin is 0.0 kJ/mol. The calculation puts the gap between HOMO and LUMO at 5.05 eV. The LUMO energy comes out at 3.2 eV. Its HOMO energy is -1.89 eV.

Atomic partial charges in e from the natural (NBO) method, atoms 1 to 6:
1. O -0.575
2. O -0.625
3. N -0.629
4. N -0.787
5. C -0.248
6. C -0.200

***

6.
Density functional theory data (wB97M-V/def2-TZVPD) for 2 unconnected molecules or ions with the total composition C8H17N2O2P at a distorted geometry.

```
30
C8H17N2O2P | the Open Molecules 2025 dataset | wB97M-V/def2-TZVPD
P 1.964 0.092 -0.146
O -2.108 0.044 -1.873
O 1.556 1.028 -1.166
N 3.539 0.332 0.432
N 2.385 -1.538 -0.697
C 4.118 1.653 0.727
C -1.834 1.471 0.202
C -2.824 -0.881 0.154
C 2.421 -2.680 -0.045
C -4.089 0.951 -0.862
C -2.715 0.404 -0.594
C 3.904 0.579 1.785
C 1.170 -2.397 -0.624
H 3.268 0.616 2.702
H -2.022 -1.571 -0.137
H -1.945 2.434 -0.381
H -3.812 -1.293 0.101
H -4.617 0.386 -1.693
H -2.148 1.546 1.194
H 5.092 1.792 0.528
H 3.365 2.422 0.602
H -3.998 2.013 -1.273
H 0.809 -2.837 -1.502
H -4.629 1.102 0.081
H 0.401 -2.314 0.165
H 4.694 -0.207 1.920
H -2.813 -0.806 1.262
H -1.310 -0.351 -1.589
H -0.795 1.304 0.054
H 2.974 -3.294 0.673
```

The energy above the lowest of the compared OMol25 structures with the same formula, charge and spin is 153.1 kJ/mol. The calculation puts the gap between HOMO and LUMO (spin up / spin down) at 6.57 / 7.20 eV. The LUMO energy (spin up / spin down) comes out at -1.1 / -0.7 eV. Its HOMO energy (spin up / spin down) is -7.71 / -7.88 eV.

Atomic partial charges in e from the natural (NBO) method, atoms 1 to 6:
1. P 1.584
2. O -0.712
3. O -1.077
4. N -0.771
5. N -0.500
6. C -0.226

***

7.
Density functional theory data (wB97M-V/def2-TZVPD) for a single C8H17N2PSi molecule at a distorted geometry.

```
29
C8H17N2PSi | the Open Molecules 2025 dataset | wB97M-V/def2-TZVPD
P 3.726 -0.150 -0.429
Si -1.582 0.402 -0.040
N -0.113 1.369 -0.042
N 2.471 2.277 -0.093
C -1.452 -1.105 1.118
C -1.733 -0.290 -1.891
C 0.153 2.609 0.146
C 3.965 -0.907 1.228
C 2.325 -1.114 -1.203
C -3.092 1.309 0.606
C 1.500 3.108 -0.013
C 2.843 1.169 0.315
H 2.423 -2.111 -0.893
H -3.147 2.306 0.444
H 4.278 -0.184 1.816
H -1.414 -0.904 2.299
H 1.298 -0.704 -0.872
H -2.253 -1.707 0.989
H -2.843 -0.622 -1.968
H 4.578 -1.835 1.159
H -1.114 -1.050 -1.929
H 2.454 -0.929 -2.385
H 1.579 4.085 -0.237
H -3.978 0.990 0.297
H -1.523 0.554 -2.555
H -0.685 3.250 0.359
H -0.500 -1.699 1.006
H 3.080 -1.335 1.664
H -3.237 1.320 1.648
```

Its structure (SMILES) is CP(C)#C/N=C\C=N\[Si](C)(C)C. The calculation puts the gap between HOMO and LUMO at 7.49 eV. The LUMO energy comes out at 0.0 eV. Its HOMO energy is -7.52 eV.

Atomic partial charges in e from the natural (NBO) method, atoms 1 to 6:
1. P 0.794
2. Si 1.718
3. N -0.911
4. N -0.267
5. C -1.103
6. C -1.032

***

8.
Density functional theory data (wB97M-V/def2-TZVPD) for a gas-phase ion, C8H17N2Si (charge +1) at a distorted geometry.

```
28
C8H17N2Si | the Open Molecules 2025 dataset | wB97M-V/def2-TZVPD
Si -1.609 0.343 0.026
N 2.264 -0.761 -0.014
N 0.245 0.180 0.085
C 2.477 0.603 -0.115
C 1.210 1.129 0.055
C -1.926 2.124 -0.717
C 0.970 -1.082 0.140
C -2.109 -0.019 1.864
C 3.860 1.155 0.077
C 0.441 -2.476 -0.065
C -2.398 -0.942 -1.158
H -3.367 -1.177 -0.729
H 4.340 0.803 -0.855
H 2.995 -1.452 -0.175
H 1.188 -3.133 0.094
H -0.272 -2.639 0.656
H -0.126 -2.621 -0.938
H -1.467 0.782 2.512
H -3.104 0.119 1.975
H 0.777 2.082 0.123
H -2.683 -0.450 -2.178
H -2.765 2.055 -1.292
H 3.771 2.197 0.070
H -1.094 2.457 -1.429
H 4.214 0.776 0.959
H -1.853 -1.830 -1.217
H -1.986 2.868 0.094
H -1.992 -1.092 2.149
```

Its charge is +1. The energy above the lowest of the compared OMol25 structures with the same formula, charge and spin is 0.0 kJ/mol. Its structure (SMILES) is Cc1cn([Si](C)(C)C)c(C)[nH+]1. The calculation puts the gap between HOMO and LUMO at 10.03 eV. The LUMO energy comes out at -2.9 eV. Its HOMO energy is -12.96 eV.

Atomic partial charges in e from the natural (NBO) method, atoms 1 to 6:
1. Si 1.700
2. N -0.470
3. N -0.635
4. C 0.147
5. C -0.032
6. C -1.074

***

9.
Density functional theory data (wB97M-V/def2-TZVPD) for a single C8H17N3 molecule at a distorted geometry.

```
28
C8H17N3 | the Open Molecules 2025 dataset | wB97M-V/def2-TZVPD
N -1.471 0.154 0.273
N 1.820 -2.341 -1.294
N -1.358 2.094 1.689
C 0.425 -2.708 -1.026
C 2.073 -1.289 -2.302
C -1.360 1.206 0.862
C -2.676 4.058 2.413
C -0.392 -1.843 -0.131
C 2.643 -2.188 -0.132
C -0.489 -0.394 -0.557
C -1.573 3.490 1.467
H 1.833 -0.262 -1.925
H -3.594 3.511 2.330
H -2.886 5.119 2.128
H 3.669 -2.155 -0.499
H -2.304 3.940 3.458
H -0.108 -2.760 -1.979
H 1.372 -1.484 -3.131
H 2.527 -1.253 0.411
H -0.597 3.927 1.651
H 2.581 -3.046 0.555
H -1.427 -2.271 -0.112
H -0.881 -0.371 -1.610
H 0.422 -3.734 -0.625
H 0.437 0.135 -0.506
H 3.105 -1.316 -2.675
H -1.790 3.689 0.402
H -0.002 -1.908 0.865
```

The energy above the lowest of the compared OMol25 structures with the same formula, charge and spin is 35.8 kJ/mol. Its structure (SMILES) is CCN=C=NCCCN(C)C. The calculation puts the gap between HOMO and LUMO at 8.98 eV. The LUMO energy comes out at 0.7 eV. Its HOMO energy is -8.23 eV.

Atomic partial charges in e from the natural (NBO) method, atoms 1 to 6:
1. N -0.503
2. N -0.451
3. N -0.507
4. C -0.209
5. C -0.409
6. C 0.656

***

10.
Density functional theory data (wB97M-V/def2-TZVPD) for a single C8H17N3OS molecule at a distorted geometry.

```
30
C8H17N3OS | the Open Molecules 2025 dataset | wB97M-V/def2-TZVPD
S 0.185 3.066 0.803
O 0.971 -1.100 1.788
N -1.528 -0.915 -0.822
N -0.528 0.633 1.336
N -0.454 -3.402 -2.135
C -0.146 1.241 2.620
C -0.146 -1.250 -0.327
C 0.356 -1.092 -2.837
C 0.512 -2.639 -2.952
C -1.073 1.633 0.469
C 0.853 -0.645 -1.438
C 0.912 2.357 2.283
C 0.139 -0.536 1.032
H -2.187 1.986 0.689
H -1.913 -1.801 -1.381
H -1.513 -3.386 -2.358
H 0.953 -0.539 -3.548
H 1.077 0.396 -1.488
H -0.123 -3.611 -1.004
H 0.178 0.378 3.365
H -0.671 -0.798 -3.025
H 0.422 -2.772 -4.109
H -0.932 1.881 3.107
H -0.070 -2.362 -0.022
H 1.945 2.053 2.100
H -1.146 1.430 -0.673
H 1.818 -1.118 -1.217
H 1.049 2.974 3.221
H -2.149 -0.725 0.197
H 1.649 -2.874 -2.763
```

The energy above the lowest of the compared OMol25 structures with the same formula, charge and spin is 356.0 kJ/mol. Its structure (SMILES) is NCCC[C@H](N)C(=O)N1CCSC1. The calculation puts the gap between HOMO and LUMO at 9.44 eV. The LUMO energy comes out at 0.7 eV. Its HOMO energy is -8.73 eV.

Atomic partial charges in e from the natural (NBO) method, atoms 1 to 6:
1. S 0.136
2. O -0.626
3. N -0.897
4. N -0.498
5. N -0.916
6. C -0.233

***

11.
Density functional theory data (wB97M-V/def2-TZVPD) for 2 unconnected molecules or ions with the total composition C8H17N3S at a distorted geometry.

```
29
C8H17N3S | the Open Molecules 2025 dataset | wB97M-V/def2-TZVPD
S 2.024 1.543 -0.049
N 1.021 0.520 2.300
N -0.275 0.141 0.399
N 2.625 -1.707 0.113
C -1.229 1.366 0.397
C 3.291 1.104 -1.179
C -0.909 -1.142 0.014
C -0.041 0.042 1.852
C -2.552 1.389 1.156
C -1.328 -1.263 -1.471
C 0.932 0.378 -0.374
C 3.026 -2.742 0.428
H 1.215 0.429 3.273
H -0.284 -1.961 0.320
H -0.595 2.156 0.649
H -2.943 0.441 1.340
H -0.779 -0.375 2.513
H 3.036 1.016 -2.210
H -3.264 1.783 0.584
H 3.576 -3.644 0.359
H 1.112 -0.388 -1.135
H -1.521 1.644 -0.686
H 4.162 1.805 -1.010
H -1.783 -1.199 0.550
H -1.798 -2.271 -1.601
H -0.408 -1.205 -2.089
H -2.010 -0.440 -1.599
H 3.667 0.005 -1.013
H -2.498 2.053 2.061
```

Its charge is +2. The energy above the lowest of the compared OMol25 structures with the same formula, charge and spin is 209.7 kJ/mol. The calculation puts the gap between HOMO and LUMO at 8.92 eV. The LUMO energy comes out at -9.6 eV. Its HOMO energy is -18.55 eV.

Atomic partial charges in e from the natural (NBO) method, atoms 1 to 6:
1. S 0.902
2. N -0.572
3. N -0.345
4. N -0.464
5. C -0.215
6. C -0.868

***

12.
Density functional theory data (wB97M-V/def2-TZVPD) for a molecular structure, C8H17N7O3W.

```
36
C8H17N7O3W | the Open Molecules 2025 dataset | wB97M-V/def2-TZVPD
W 0.364 -0.200 0.654
O -3.657 -0.378 1.707
O -0.634 0.112 1.954
O -1.364 -2.626 -2.185
N 1.512 3.744 -0.319
N 2.182 0.051 1.606
N 1.359 -2.097 0.041
N 2.344 2.395 1.361
N 0.820 1.507 -0.227
N 3.686 1.302 2.864
N -0.990 -1.056 -0.483
C -2.471 -1.087 -0.460
C -0.566 -2.130 -1.484
C 0.887 -2.491 -1.336
C -3.122 -0.687 0.789
C 0.667 3.996 -1.515
C 2.301 4.890 0.217
C 2.747 1.224 1.959
C 1.549 2.580 0.248
H 0.831 3.230 -2.275
H 4.154 2.170 3.106
H -0.381 4.072 -1.225
H -2.905 -0.461 -1.255
H 0.977 4.939 -1.954
H 2.020 5.090 1.254
H 2.375 -1.974 -0.008
H 3.369 4.696 0.107
H 1.476 -1.958 -2.087
H 1.226 -2.881 0.692
H 2.053 5.773 -0.362
H 1.011 -3.561 -1.513
H -2.851 -2.104 -0.662
H 3.997 0.493 3.391
H 2.790 3.239 1.705
H 2.627 -0.731 2.082
H 0.382 1.719 -1.123
```

Its charge is +4. The energy above the lowest of the compared OMol25 structures with the same formula, charge and spin is 35.3 kJ/mol. The calculation puts the gap between HOMO and LUMO at 7.07 eV. The LUMO energy comes out at -16.7 eV. Its HOMO energy is -23.80 eV.

Atomic partial charges in e from the natural (NBO) method, atoms 1 to 6:
1. W 2.212
2. O -0.104
3. O -0.473
4. O -0.350
5. N -0.251
6. N -0.890

***

Calculated M, 439.47, 241.66, 141.24, 141.24, 173.24, 204.21, 200.30, 169.32, 155.24, 203.31, 187.31, 443.11 g mol⁻¹ (same order as the records).